(1)
Density functional theory data (the ωB97M-V functional and the def2-TZVPD basis) for 5 unconnected molecules or ions with the total composition C11H25Cl8N2.

Structure (XYZ):
```
46
Properties=species:S:1:pos:R:3:forces:R:3
C -3.09711 0.28914 1.57091 0.129 0.089 0.329
C -2.73648 1.06263 0.29921 -0.004 -0.397 0.138
C -1.82923 0.34679 -0.70730 -0.697 0.857 -0.318
N -0.52154 -0.14951 -0.18239 -0.068 -0.739 0.156
C 0.12754 0.75702 0.79438 1.371 0.368 -0.050
C 1.50202 0.18192 1.22001 -1.350 -0.109 0.020
N 1.30048 -1.08839 1.88780 0.347 -0.132 0.060
C 0.68730 -2.04771 0.99899 -0.240 0.089 -0.332
C -0.59806 -1.58280 0.27371 0.384 -0.594 -0.261
H -3.49072 0.97401 2.32190 -0.116 0.026 -0.071
H -3.85647 -0.47171 1.39620 0.109 0.070 -0.080
H -2.25264 -0.20826 2.05015 0.069 0.076 -0.041
H -3.67330 1.25865 -0.22351 0.058 0.046 -0.167
H -2.32689 2.04763 0.52251 0.131 -0.052 0.153
H -2.36023 -0.46705 -1.19945 0.204 -0.285 0.179
H -1.58974 1.06473 -1.49497 0.125 -0.039 0.005
H 0.11426 -0.18997 -0.99997 -0.181 0.274 0.326
H -0.45651 0.88593 1.69773 -0.390 -0.021 -0.175
H 0.28402 1.71051 0.28985 -0.272 0.081 0.026
H 2.12867 0.01159 0.34265 0.214 0.158 0.047
H 1.93604 0.91770 1.89058 0.345 -0.080 -0.024
H 0.80186 -0.98335 2.75996 -0.044 0.012 0.082
H 1.42325 -2.30860 0.23363 0.045 0.006 0.035
H 0.44511 -2.96868 1.52600 0.049 -0.021 0.064
H -1.51175 -1.77991 0.82451 0.006 0.415 0.214
H -0.66680 -2.16165 -0.65082 -0.171 -0.010 0.043
C 2.07426 1.44835 -3.06252 0.024 0.151 -0.007
Cl 1.34081 2.80147 -2.19790 -0.015 -0.043 0.021
Cl 1.07949 -0.02247 -2.94480 0.069 -0.144 -0.269
H 2.16988 1.71213 -4.10924 -0.124 -0.048 -0.013
H 3.04432 1.24535 -2.63352 -0.036 -0.093 0.107
C -7.00249 -0.31508 0.02691 -0.147 0.080 0.056
Cl -5.48003 -1.03440 -0.52391 -0.117 -0.209 -0.225
Cl -6.75873 1.32537 0.63501 -0.015 -0.017 0.003
H -7.68997 -0.28074 -0.80954 0.075 0.039 -0.049
H -7.40503 -0.92831 0.82415 0.085 0.003 0.033
C 5.18045 4.26027 -1.58048 0.040 0.162 0.135
Cl 4.97195 2.90643 -2.70747 0.126 0.045 -0.058
Cl 6.83801 4.36937 -0.99437 -0.066 0.007 0.001
H 4.92927 5.17826 -2.09844 0.047 -0.040 -0.078
H 4.51943 4.10976 -0.73512 0.019 -0.077 -0.010
C 3.75274 -4.33470 1.21872 -0.024 0.006 0.148
Cl 3.88414 -3.50497 -0.33914 0.051 0.080 -0.050
Cl 2.67271 -5.72903 1.12680 -0.015 0.031 0.037
H 4.73883 -4.67165 1.51500 0.002 -0.049 -0.090
H 3.35689 -3.63609 1.94761 -0.034 0.025 -0.050
```
Forces are in eV/Å.

total charge: +1



(2)
Density functional theory data (the ωB97M-V functional and the def2-TZVPD basis) for a molecular structure, C11H25Cs3N3O11S2.

Structure (XYZ):
```
55
Properties=species:S:1:pos:R:3:forces:R:3
Cs 0.50206 6.36800 -3.23163 0.138 -0.723 0.370
Cs 5.77668 -0.69357 1.11032 -0.433 0.169 -0.122
Cs -2.38788 4.38069 2.31075 0.650 -0.425 -0.488
S 0.85545 2.21876 -0.60819 -0.312 0.702 -0.072
O 2.23588 1.84168 -0.19299 -0.372 -0.888 -0.275
O 0.61067 2.08627 -2.06639 0.590 -0.087 -0.189
O -0.22948 1.52233 0.10442 -0.342 -1.627 0.893
O 0.67831 3.62839 -0.20063 -0.146 2.576 -0.014
C 0.07303 -4.37080 3.95651 -0.581 0.593 0.468
C 0.44226 -3.13326 3.13370 0.552 -1.652 0.195
O 1.62170 -2.89504 3.11055 2.030 1.070 -0.244
N -0.43501 -2.42029 2.41926 -2.146 -0.550 0.538
C -1.85727 -2.45417 2.78151 -0.276 1.679 -0.342
H -0.33276 -4.02210 4.90616 -0.322 0.068 0.099
H 1.01185 -4.84358 4.24494 -0.147 -0.095 -0.456
H -0.64990 -5.07475 3.54428 0.119 0.123 -0.215
H -0.14767 -1.53855 2.01919 0.444 -0.139 -0.033
H -2.30008 -1.69654 2.13496 -0.376 -0.423 -0.391
H -2.05497 -1.99281 3.74907 0.265 -0.380 0.506
H -2.42569 -3.38202 2.71745 0.595 -0.139 -0.270
C 1.31780 4.62475 6.13490 -0.219 -0.823 -0.483
C 2.06399 4.29841 4.80315 0.418 0.438 0.434
O 2.78155 5.12415 4.25712 -0.618 0.146 0.327
N 1.95520 3.05545 4.26691 -0.890 -1.314 0.805
C 1.33105 1.84612 4.91934 0.550 1.567 -1.147
H 1.99974 5.05827 6.86642 -0.069 0.069 -0.236
H 0.80867 3.76783 6.57601 0.488 -0.317 0.095
H 0.44887 5.26766 5.99442 0.419 0.603 -0.439
H 2.29498 2.95850 3.32074 0.109 0.054 -0.006
H 1.76206 0.94980 4.47330 0.155 0.107 0.215
H 0.27232 1.83499 4.66040 -0.162 -0.159 0.473
H 1.53493 1.91761 5.98771 -0.262 -0.388 -0.182
C -1.53890 1.04294 -6.36333 1.641 0.323 0.413
C -2.81419 1.27794 -5.66539 -3.695 -1.462 -2.720
O -3.85599 1.35592 -6.38978 1.825 0.588 2.276
N -2.85037 1.21089 -4.32246 0.528 -0.650 -0.020
C -3.97616 1.54078 -3.49404 -0.016 0.461 0.035
H -1.04745 0.12889 -6.03001 0.058 0.052 0.259
H -0.93223 1.89196 -6.04834 0.684 -0.095 -0.192
H -1.55151 1.00033 -7.45243 -0.684 0.210 0.261
H -2.02572 1.04941 -3.76213 0.405 0.119 -0.550
H -4.96186 1.29566 -3.88949 0.322 0.043 -0.418
H -3.84643 2.61672 -3.37727 -0.890 0.167 0.706
H -3.85768 1.00220 -2.55383 -0.002 0.289 0.087
C 0.74225 -4.07560 -2.56400 0.727 1.198 1.353
C 0.89325 -2.62364 -3.03992 0.345 -0.387 -0.882
O 2.01391 -2.68321 -3.95135 0.393 -1.688 -1.820
S 1.94465 -4.07086 -4.85435 0.446 -0.781 -0.794
O 3.27695 -4.66259 -5.08557 -3.070 1.717 1.037
O 1.07410 -3.92115 -6.03778 1.576 -0.188 3.214
O 1.19910 -4.92663 -3.59099 0.457 0.458 -1.792
H -0.21977 -4.35730 -2.13591 -0.264 0.002 -0.820
H 1.40193 -4.06920 -1.69631 0.488 -0.901 -0.041
H 1.35429 -1.96834 -2.30091 -1.170 0.193 0.254
H 0.01958 -2.28746 -3.59830 0.048 0.494 0.339
```
Forces are in eV/Å.

total charge: +1



(3)
Density functional theory data (the ωB97M-V functional and the def2-TZVPD basis) for a molecular structure, C11H25FFeNO2P2.

Structure (XYZ):
```
43
Properties=species:S:1:pos:R:3:forces:R:3
C 0.69340 -1.36825 -3.40800 0.771 0.156 1.535
C 0.82729 -1.41364 -2.01826 0.604 0.203 -2.729
N -0.28323 -1.62815 -1.31033 0.037 -0.334 -0.403
C -1.57039 -1.71986 -1.77863 -0.314 -0.171 -2.561
C -1.72715 -1.65752 -3.15728 -0.590 -0.109 1.454
C -0.58714 -1.49043 -3.95620 0.077 0.041 -1.359
C 2.05554 -1.22823 -1.16638 -1.616 -2.386 1.035
P 1.44057 -0.93621 0.57560 1.541 0.147 -0.782
Fe -0.74314 -1.43530 0.43749 -1.620 -1.359 1.989
P -1.71730 -0.12882 1.91916 0.282 0.578 0.492
C -2.49588 -1.83155 -0.64189 -0.635 -0.066 0.773
O 3.14425 4.52575 -1.74641 -2.505 -1.271 -0.110
O -0.15634 2.72719 -0.09822 -0.482 0.805 -2.047
H 1.58183 -1.22601 -4.01878 -0.218 0.009 -0.064
H -2.72497 -1.74256 -3.58178 0.215 0.030 -0.019
H -0.70222 -1.45167 -5.03785 0.036 0.004 0.192
C 2.44129 -2.04830 1.57903 0.620 0.088 0.540
C 1.97759 0.75894 0.86485 0.482 0.366 0.325
H -3.36654 -1.17231 -0.63356 -0.026 -0.357 -0.267
H -2.72789 -2.85737 -0.31201 -0.160 0.119 -0.422
H 2.64252 -0.44731 -1.47180 1.590 1.962 -0.903
H 2.66304 -2.14992 -1.13779 -0.146 0.272 -0.074
C -2.94313 -0.95301 2.95759 -0.439 0.308 0.327
C -2.53784 1.27955 1.15099 -0.425 0.481 0.524
H 1.11782 2.73103 3.60382 0.461 0.722 0.954
H 0.15384 3.63274 0.07014 -0.048 -0.325 -0.098
H 3.98023 4.87506 -1.89911 2.376 1.028 -0.357
H 2.91138 4.07250 -2.57447 0.092 0.224 0.476
H 1.41289 3.17460 4.17646 -0.476 -0.727 -0.957
H -0.44678 2.74019 -1.06253 0.566 -0.042 1.800
H 3.38278 -1.55862 1.86094 -0.021 -0.346 0.041
H 1.86299 -2.29388 2.47906 0.325 -0.013 -0.147
H 2.63788 -2.96563 1.00934 -0.063 0.232 0.242
H 2.98788 0.88838 0.44959 -0.176 0.145 0.281
H 1.28406 1.47633 0.39108 0.426 -0.562 0.247
H 1.98109 0.93716 1.94736 0.069 0.134 -0.196
H -3.14499 0.92972 0.30618 0.178 -0.005 0.259
H -3.19012 1.74765 1.90271 0.062 0.137 -0.297
H -1.78271 1.99832 0.78682 -0.433 -0.475 0.292
H -3.62550 -0.20228 3.37958 0.061 -0.293 0.073
H -3.51620 -1.67396 2.36271 0.166 0.203 0.040
H -2.42904 -1.48960 3.76613 -0.113 0.161 -0.237
F -0.76165 0.57529 3.03467 -0.531 0.285 0.137
```
Forces are in eV/Å.

multiplicity: 6
<S²>: 8.791



Computed electronic energy (eV) in order:
-114966.2137; -62112.0229; -73075.5193